1.
The molecule C6H12O. Source: OMol25; level of theory: ωB97M-V with the def2-TZVPD basis set.

Results
LUMO energy: 1.11 eV
Kohn-Sham gap: 9.932 eV
E_HOMO: -8.8 eV
SMILES string: CC[C@H]1CCCO1
Energy relative to the best compared isomer or geometry (same formula, charge and spin): 257.9 kJ/mol

XYZ file:
```
19
Properties=species:S:1:pos:R:3:mulliken_charge:R:1
C -0.275 0.360 2.632 -1.126
C 0.148 -0.575 1.567 -0.395
C 0.629 -0.223 0.194 0.085
C -0.456 -0.964 -1.017 -0.954
C 0.020 -0.122 -2.162 -0.499
C 0.233 1.247 -1.523 -0.501
O 0.515 1.117 -0.133 -0.406
H 0.568 0.875 3.066 0.302
H -0.857 1.085 2.078 0.291
H -0.807 -0.127 3.464 0.326
H 0.603 -1.455 2.017 0.419
H -0.753 -0.763 0.969 0.192
H 1.604 -0.679 0.031 0.337
H -0.336 -2.049 -1.184 0.338
H -1.551 -0.799 -0.830 0.381
H -0.643 -0.040 -3.029 0.349
H 0.972 -0.512 -2.529 0.274
H 1.058 1.773 -2.000 0.269
H -0.670 1.853 -1.609 0.318
```

***

2.
A structure of composition C54H108AsF30N12O24S12. Source: OMol25; level of theory: ωB97M-V with the def2-TZVPD basis set.

Results
Charge: -1
LUMO energy: 0.66 eV
Kohn-Sham gap: 8.018 eV
E_HOMO: -7.4 eV

XYZ file:
```
241
Properties=species:S:1:pos:R:3:mulliken_charge:R:1
C -4.774 -3.523 10.078 -1.385
C -4.331 -3.214 8.620 -0.016
C -3.661 -1.773 8.668 -0.900
N -2.845 -1.447 7.431 0.549
C -1.573 -2.306 7.306 -0.829
C -3.720 -1.681 6.241 -0.882
C -3.125 -0.794 5.113 -0.382
C -2.239 0.269 5.873 0.211
C -2.446 0.035 7.348 -0.941
H -5.694 -4.083 10.137 0.401
H -5.066 -2.616 10.596 0.363
H -3.983 -4.018 10.652 0.328
H -5.240 -3.285 8.061 0.367
H -3.597 -3.970 8.249 0.182
H -2.949 -1.801 9.540 0.347
H -4.421 -0.978 8.827 0.347
H -1.912 -3.319 7.218 0.303
H -0.983 -2.249 8.234 0.373
H -1.005 -2.051 6.434 0.137
H -3.753 -2.723 5.965 0.481
H -4.741 -1.419 6.517 0.457
H -2.480 -1.320 4.377 0.104
H -3.997 -0.428 4.583 0.416
H -1.208 0.099 5.642 0.446
H -2.409 1.337 5.629 0.091
H -1.486 0.145 7.878 0.492
H -3.247 0.615 7.908 0.101
C 3.236 2.792 -0.817 -0.448
C 3.013 4.255 -1.202 -0.174
C 2.087 4.940 -0.245 -0.206
N 1.882 6.405 -0.438 0.840
C 3.130 7.196 -0.616 -1.256
C 1.084 6.938 0.750 0.802
C 0.630 8.259 0.264 -1.055
C 0.090 7.912 -1.199 -0.844
C 1.014 6.760 -1.617 0.036
H 3.957 2.343 -1.488 0.143
H 2.370 2.171 -0.926 -0.781
H 3.576 2.790 0.205 0.783
H 2.608 4.259 -2.225 -0.026
H 3.972 4.749 -1.197 0.584
H 2.598 4.892 0.694 0.706
H 1.057 4.577 -0.221 -0.356
H 3.721 7.005 0.264 0.480
H 2.921 8.301 -0.574 0.358
H 3.718 7.006 -1.518 0.292
H 1.670 6.860 1.639 0.293
H 0.160 6.318 0.882 -0.672
H 1.467 8.976 0.142 0.358
H -0.049 8.761 0.925 0.570
H 0.209 8.823 -1.863 0.384
H -0.930 7.645 -1.212 0.337
H 1.723 7.057 -2.371 0.580
H 0.380 5.932 -1.903 -0.177
C 5.786 3.228 -6.266 -1.101
C 5.258 2.043 -7.096 -0.671
C 4.359 1.206 -6.244 0.686
N 3.784 -0.061 -6.884 0.703
C 4.687 -0.775 -7.854 -1.172
C 2.416 0.005 -7.577 0.918
C 1.756 -1.339 -7.518 -1.297
C 2.384 -1.921 -6.208 0.527
C 3.540 -1.009 -5.776 -0.604
H 5.203 4.169 -6.415 0.184
H 6.821 3.448 -6.512 0.436
H 5.720 3.019 -5.171 0.122
H 6.082 1.398 -7.314 0.492
H 4.696 2.301 -8.017 0.374
H 3.486 1.749 -6.019 -0.234
H 4.901 0.903 -5.357 -0.247
H 4.664 -0.118 -8.791 0.342
H 4.170 -1.671 -8.116 0.524
H 5.670 -0.882 -7.399 0.249
H 2.538 0.355 -8.594 0.705
H 1.729 0.787 -7.006 -0.963
H 2.052 -1.945 -8.365 0.372
H 0.689 -1.273 -7.511 0.497
H 2.808 -2.899 -6.388 0.786
H 1.735 -2.139 -5.355 -0.908
H 4.415 -1.483 -5.385 0.747
H 3.145 -0.364 -4.956 -0.294
C -5.461 -6.299 -4.929 -1.499
C -4.980 -5.068 -4.118 0.182
C -4.219 -4.133 -4.978 -0.891
N -3.310 -3.181 -4.201 0.848
C -4.136 -2.405 -3.216 -0.922
C -2.174 -3.906 -3.580 0.280
C -0.926 -3.052 -3.840 0.353
C -1.192 -2.678 -5.319 0.915
C -2.671 -2.225 -5.148 -0.874
H -4.627 -6.864 -5.361 0.348
H -6.116 -6.030 -5.769 0.336
H -6.063 -7.024 -4.396 0.412
H -4.418 -5.217 -3.235 -0.033
H -5.904 -4.707 -3.612 0.318
H -4.980 -3.520 -5.472 0.522
H -3.591 -4.707 -5.657 0.429
H -3.365 -1.806 -2.782 0.229
H -4.563 -3.126 -2.582 0.501
H -4.908 -1.831 -3.731 0.266
H -2.497 -4.083 -2.539 -0.814
H -2.050 -4.863 -4.074 0.267
H -0.874 -2.140 -3.266 -0.986
H -0.055 -3.659 -3.786 0.862
H -0.640 -1.707 -5.589 -1.177
H -1.048 -3.513 -5.980 0.750
H -2.698 -1.197 -4.697 0.051
H -3.273 -2.160 -6.064 0.337
C 3.465 -5.426 -2.365 -0.636
C 2.588 -6.428 -1.585 -0.556
C 1.763 -5.736 -0.520 -0.273
N 1.217 -6.716 0.461 0.750
C 2.262 -7.340 1.399 -0.899
C 0.442 -7.837 -0.224 -0.568
C -0.629 -8.323 0.798 -0.859
C -0.669 -7.260 1.880 -0.706
C 0.125 -6.087 1.279 0.543
H 3.097 -4.417 -2.458 -0.496
H 3.633 -5.797 -3.386 0.449
H 4.542 -5.497 -1.992 0.363
H 3.142 -7.235 -1.142 0.220
H 1.902 -6.923 -2.214 0.486
H 1.010 -5.160 -1.008 0.167
H 2.430 -5.043 0.006 0.145
H 2.782 -6.521 1.902 0.263
H 2.920 -8.003 0.790 0.370
H 1.802 -7.966 2.121 0.459
H 1.083 -8.631 -0.615 0.484
H -0.049 -7.302 -1.048 0.264
H -0.397 -9.312 1.237 0.349
H -1.571 -8.430 0.228 0.358
H -0.252 -7.673 2.770 0.441
H -1.631 -6.851 2.242 0.486
H 0.502 -5.417 2.071 -0.088
H -0.513 -5.470 0.705 -0.510
C -0.742 -0.834 -1.012 -0.761
C -0.583 -0.501 0.457 0.484
C -0.385 1.018 0.451 -0.604
N -0.030 1.680 1.776 1.892
C 1.190 1.081 2.286 -0.806
C 0.252 3.123 1.536 0.516
C -0.426 3.926 2.662 -0.548
C -0.880 2.904 3.688 -0.789
C -1.204 1.716 2.799 -0.656
H -1.751 -0.479 -1.311 0.444
H -0.797 -1.898 -1.084 0.404
H 0.056 -0.399 -1.671 -0.227
H 0.289 -0.967 0.883 -0.448
H -1.453 -0.773 1.030 0.365
H -1.285 1.454 0.040 0.637
H 0.440 1.243 -0.232 -0.808
H 1.020 0.040 2.551 -0.157
H 1.540 1.610 3.105 0.813
H 1.917 1.208 1.459 -0.089
H 1.279 3.198 1.362 0.379
H -0.266 3.361 0.655 -0.505
H 0.298 4.609 3.154 0.293
H -1.234 4.590 2.431 -0.275
H -0.103 2.740 4.385 0.293
H -1.816 3.109 4.213 0.408
H -1.313 0.727 3.291 0.244
H -2.163 1.973 2.322 0.253
C 2.045 4.835 -6.587 0.570
F 1.697 5.838 -7.339 -0.224
F 3.190 4.393 -7.209 -0.301
F 2.378 5.211 -5.383 -0.140
S 0.734 3.488 -6.551 1.031
O -0.519 4.158 -6.857 -0.649
O 1.042 2.485 -7.592 -0.762
N 0.950 2.879 -5.114 -0.118
S 0.037 2.621 -3.925 1.211
O 0.847 2.229 -2.796 -0.379
O -1.074 3.518 -3.862 -0.854
C -0.558 0.936 -4.443 -0.085
F -1.113 1.038 -5.622 -0.289
F 0.358 0.003 -4.604 0.355
F -1.530 0.338 -3.600 -0.317
C 3.644 -2.184 -0.588 0.015
F 4.249 -3.379 -0.597 -0.250
F 2.421 -2.399 -0.275 -0.049
F 4.255 -1.397 0.214 -0.206
S 3.540 -1.420 -2.287 0.794
O 2.784 -2.362 -3.106 -0.428
O 2.804 -0.228 -2.099 -0.228
N 5.019 -1.245 -2.726 -0.414
S 5.993 0.014 -2.489 0.995
O 5.491 1.138 -3.210 -0.667
O 6.272 0.202 -1.137 -0.585
C 7.533 -0.543 -3.372 0.469
F 8.436 0.384 -3.544 -0.200
F 8.099 -1.605 -2.870 -0.195
F 7.077 -0.925 -4.675 -0.240
C -7.019 1.408 7.950 0.656
F -7.040 0.688 9.105 -0.271
F -6.859 0.502 6.952 -0.219
F -8.290 1.855 7.902 -0.248
S -5.810 2.717 7.931 1.068
O -6.341 3.476 9.000 -0.692
O -4.481 2.272 8.082 -0.665
N -6.125 3.284 6.511 -0.591
S -5.478 3.090 5.096 1.383
O -4.034 3.232 5.204 -0.648
O -5.997 1.949 4.358 -0.739
C -5.941 4.640 4.184 0.438
F -7.278 4.753 4.193 -0.241
F -5.407 5.662 4.793 -0.216
F -5.540 4.641 2.966 -0.169
N 2.290 -2.461 5.050 -0.195
S 1.921 -3.024 3.723 1.008
O 2.058 -4.476 3.461 -0.614
O 2.132 -2.162 2.640 -0.394
F 0.257 -2.943 4.006 -0.239
S 2.250 -2.674 6.539 1.039
O 1.539 -3.779 6.988 -0.582
O 1.899 -1.429 7.165 -0.597
F 3.808 -3.090 6.887 -0.305
N 2.923 5.957 4.494 -0.309
S 2.757 4.461 4.928 0.914
O 3.611 3.798 5.848 -0.598
O 2.234 3.772 3.778 -0.440
F 1.465 4.647 5.706 -0.253
S 4.302 6.566 3.883 1.014
O 3.927 7.273 2.607 -0.589
O 5.469 5.776 3.724 -0.598
F 4.654 7.733 4.910 -0.248
N -3.232 6.548 -0.040 -0.574
S -2.759 5.180 -0.609 1.157
O -1.350 5.149 -0.673 -0.688
O -3.488 4.725 -1.721 -0.675
F -3.199 4.133 0.572 -0.220
S -2.983 7.047 1.455 1.046
O -1.766 6.712 2.083 -0.506
O -4.182 6.968 2.246 -0.556
F -2.828 8.565 1.094 -0.299
As -3.342 -4.424 0.262 2.138
F -1.971 -3.881 1.149 -0.529
F -3.531 -5.851 1.152 -0.484
F -4.571 -4.873 -0.817 -0.521
F -3.134 -3.007 -0.678 -0.431
F -2.232 -5.245 -0.835 -0.753
F -4.401 -3.594 1.241 -0.470
```

***

3.
The ion C2H6N3P with charge +2. Source: OMol25; level of theory: ωB97M-V with the def2-TZVPD basis set.

Results
Charge: +2
LUMO energy: -12.48 eV
Kohn-Sham gap: 7.880 eV
E_HOMO: -20.4 eV
SMILES string: [H]/N=C/[NH+]=C\[NH+]=P/[H]
Energy relative to the best compared isomer or geometry (same formula, charge and spin): 217.0 kJ/mol

XYZ file:
```
12
Properties=species:S:1:pos:R:3:mulliken_charge:R:1
C -1.114 0.175 0.416 0.106
C 1.086 0.871 -0.487 -0.094
N -1.048 -1.131 0.154 -0.153
N -0.125 0.995 0.341 -0.115
N 1.127 -0.087 -1.265 -0.419
P 0.100 -2.237 0.660 0.608
H -2.077 0.616 0.658 0.402
H 1.541 1.803 -0.321 0.435
H -1.931 -1.427 -0.362 0.396
H -0.131 1.995 0.745 0.359
H 1.815 -0.148 -1.979 0.283
H 0.756 -1.426 1.440 0.191
```

***

- Among the records above, which one has the lowest Kohn-Sham gap?
  C2H6N3P

***

- What is the formula in the first record?
  C6H12O